19
Properties=species:S:1:pos:R:3:forces:R:3 method="wB97M-V/def2-TZVPD" energy_ev=-5409.342 total_charge=-1 multiplicity=2 gap_ev="2.628 / 11.484"
C -0.416 1.927 0.650 2.13 -0.44 0.13
C -0.991 0.529 0.618 -0.43 -3.69 -0.81
C -0.098 2.312 2.101 0.92 -0.57 0.51
H 0.515 2.073 -0.015 -1.16 -0.75 1.02
H -1.054 2.668 0.268 -1.32 0.77 -0.64
H -0.255 -0.415 0.504 -0.74 2.42 0.97
H -0.981 2.703 2.639 0.31 -0.31 -0.21
H -1.571 0.192 -0.275 0.02 1.10 0.20
H -1.692 0.271 1.478 1.02 0.61 -0.77
H 0.302 1.406 2.644 -0.48 0.95 -0.40
H 0.704 3.067 2.145 -0.30 -0.04 0.04
C 0.426 -2.930 -1.310 -1.60 2.16 -1.48
C 1.047 -1.594 -1.973 -0.42 -1.83 -1.43
H -0.458 -3.247 -1.898 -0.05 0.40 0.40
H 0.966 -3.868 -1.300 0.99 0.38 0.38
H 0.095 -2.538 -0.332 0.06 -0.96 -0.14
H 1.495 -1.775 -3.003 -0.12 0.07 1.40
H 1.730 -1.297 -1.228 1.48 0.73 0.37
H 0.395 -0.707 -2.145 -0.32 -1.00 0.47

---

30
Properties=species:S:1:pos:R:3:forces:R:3 method="wB97M-V/def2-TZVPD" energy_ev=-20799.233 total_charge=0 smiles=O.O.O.O.O.O.O.O.O.O gap_ev=9.712
O -18.719 -16.559 -9.071 -1.52 -0.32 2.14
H -18.210 -17.052 -9.657 0.95 -2.14 -1.65
H -18.279 -15.736 -9.180 0.09 2.28 0.06
O -17.684 -14.108 -9.385 0.48 0.12 -0.54
H -17.429 -13.813 -10.262 -0.29 -0.05 -0.48
H -17.754 -13.276 -8.912 0.01 -0.06 0.69
O -19.589 -14.745 -6.558 -0.57 1.97 0.90
H -19.222 -14.322 -5.757 -0.50 -0.31 -0.60
H -19.247 -15.609 -6.545 0.57 -1.64 -0.08
O -16.800 -16.748 -10.904 0.41 -1.49 -0.92
H -16.314 -16.088 -10.425 0.79 0.67 0.31
H -16.310 -17.018 -11.714 -0.17 0.42 0.80
O -17.184 -16.529 -6.596 -1.16 -0.79 -1.21
H -17.725 -16.646 -7.434 0.74 -0.12 0.51
H -17.826 -16.793 -5.931 0.33 -0.25 0.46
O -17.978 -15.256 -12.580 0.57 0.40 -0.64
H -17.221 -14.707 -12.868 -0.66 -0.55 0.27
H -17.675 -15.882 -11.890 -0.28 0.70 -0.49
O -20.856 -14.405 -9.011 0.08 1.04 -0.26
H -21.166 -15.276 -9.194 -0.35 -1.00 -0.20
H -20.216 -14.509 -8.304 0.03 0.05 0.28
O -20.051 -13.707 -11.749 -0.30 0.73 -0.66
H -19.456 -14.331 -12.145 0.64 -0.34 -1.05
H -20.066 -14.077 -10.885 -0.65 0.00 1.84
O -16.777 -13.966 -6.681 0.74 0.86 -0.25
H -16.979 -14.911 -6.760 0.02 0.07 0.33
H -17.480 -13.561 -6.184 -0.15 0.13 0.12
O -15.106 -18.924 -10.171 0.34 -0.62 0.51
H -15.623 -18.181 -10.448 -0.41 0.46 -0.15
H -15.453 -19.082 -9.285 0.22 -0.21 -0.04

---

60
Properties=species:S:1:pos:R:3:forces:R:3 method="wB97M-V/def2-TZVPD" energy_ev=-26547.161 total_charge=+1 gap_ev=6.220
N 3.381 -3.600 -2.604 -0.43 3.03 -1.00
B 3.563 -2.173 -2.350 2.44 -2.19 2.17
O 4.645 -1.776 -1.489 -1.40 -0.20 -2.73
N 2.733 -1.039 -2.944 -0.52 0.00 -0.67
C 1.261 -1.328 -3.124 -2.12 0.82 0.34
C 0.600 -2.136 -1.950 -1.38 0.03 -0.33
F 0.811 -1.516 -0.701 0.44 -0.72 -1.45
H 4.263 -3.982 -2.952 -0.38 -0.51 0.58
H 2.593 -3.812 -3.217 0.49 -0.42 0.09
H 5.380 -1.599 -2.113 0.14 0.15 0.91
H 2.873 -0.174 -2.400 -0.11 -0.31 0.08
H 3.110 -0.841 -3.889 -0.08 -0.01 0.51
H 0.743 -0.320 -3.145 0.69 -1.12 0.02
H 1.020 -1.795 -4.127 0.66 0.24 1.23
H -0.520 -2.080 -2.117 1.24 -0.04 -0.05
H 0.838 -3.236 -1.929 0.23 1.22 0.32
C 2.522 0.435 0.787 -0.18 0.08 0.20
C 3.049 1.791 1.233 -0.05 -0.03 -0.03
N 2.654 2.890 0.363 0.14 0.10 -0.39
C 3.362 4.135 0.652 0.25 0.03 -0.02
C 3.118 4.793 2.011 -0.01 0.21 0.06
C 1.223 3.030 0.119 -0.14 -0.21 -0.07
C 0.312 3.239 1.329 -0.25 0.09 0.04
H 2.843 0.202 -0.232 0.02 0.07 0.00
H 2.906 -0.346 1.447 0.01 0.03 -0.08
H 1.432 0.386 0.830 0.07 -0.02 -0.05
H 4.142 1.726 1.241 -0.04 0.25 -0.01
H 2.740 1.961 2.272 0.01 -0.10 0.09
H 3.144 4.863 -0.136 -0.14 -0.14 -0.01
H 4.436 3.938 0.560 -0.08 -0.16 0.01
H 2.155 5.302 2.046 0.01 -0.07 0.06
H 3.882 5.553 2.193 -0.03 -0.06 -0.03
H 3.168 4.081 2.836 -0.01 0.01 -0.04
H 0.876 2.137 -0.415 0.10 -0.07 0.08
H 1.057 3.845 -0.593 0.24 0.04 0.09
H 0.577 2.598 2.172 0.02 0.01 -0.04
H -0.724 3.009 1.059 0.07 0.00 0.01
H 0.325 4.275 1.667 0.04 -0.08 0.09
C -5.396 -2.086 -1.134 -0.04 -0.04 0.04
C -4.094 -1.528 -0.574 -0.14 -0.07 0.05
N -4.258 -0.742 0.639 0.15 0.29 0.06
C -3.052 -0.015 1.020 -0.04 0.14 -0.17
C -1.824 -0.834 1.418 0.20 0.07 0.17
C -4.962 -1.397 1.737 -0.36 -0.13 -0.06
C -4.374 -2.700 2.281 0.03 -0.12 0.23
H -6.112 -1.287 -1.338 0.04 -0.02 0.09
H -5.198 -2.608 -2.073 0.01 0.03 0.05
H -5.859 -2.805 -0.456 0.01 0.05 -0.03
H -3.658 -0.886 -1.348 0.09 0.12 0.19
H -3.391 -2.361 -0.428 0.07 -0.13 -0.06
H -3.292 0.679 1.832 -0.13 -0.13 0.00
H -2.771 0.629 0.177 -0.11 -0.09 -0.08
H -1.921 -1.247 2.422 0.01 -0.08 -0.08
H -0.940 -0.189 1.428 -0.04 -0.01 -0.01
H -1.621 -1.649 0.722 -0.04 -0.01 0.03
H -5.988 -1.596 1.415 0.10 0.03 -0.12
H -5.077 -0.689 2.563 0.18 0.10 -0.16
H -4.026 -3.367 1.490 -0.03 0.04 0.00
H -5.136 -3.240 2.850 0.04 0.05 -0.06
H -3.545 -2.513 2.963 0.04 -0.08 -0.08

---

11
Properties=species:S:1:pos:R:3:forces:R:3 method="wB97M-V/def2-TZVPD" energy_ev=-9131.675 total_charge=0 gap_ev=9.677
N 1.894 -0.299 -0.659 -0.14 0.04 0.13
C 0.686 0.252 -0.288 0.25 -0.16 -0.07
C 0.143 1.054 0.628 0.18 0.19 0.35
N -1.200 0.891 0.064 -0.29 0.08 -0.05
C -1.814 -0.359 0.377 0.02 -0.32 -0.09
N -1.275 -1.105 -0.520 -0.22 0.17 0.40
N -0.549 0.068 -0.995 0.24 0.00 -0.32
H 2.456 -0.547 0.144 0.07 0.03 -0.13
H 1.784 -1.089 -1.281 0.00 0.07 -0.02
H 0.446 1.731 1.417 -0.15 -0.23 -0.15
H -2.570 -0.596 1.113 0.04 0.14 -0.05